Formula: C3H10N2O2
Source: OMol25
Level of theory: ωB97M-V with the def2-TZVPD basis set

```
17
Properties=species:S:1:pos:R:3:nbo_charge:R:1
N 0.45 -1.48 -2.03 -0.843
H 1.07 0.09 2.63 0.467
H 1.26 0.50 4.10 0.472
C 1.06 -0.42 -1.17 -0.321
O 1.10 -0.25 3.53 -0.938
N -1.22 0.27 -0.54 -0.709
C -1.67 0.95 0.67 -0.405
H -2.47 0.27 0.98 0.214
H -0.93 0.75 1.46 0.173
H -1.91 1.99 0.46 0.214
H 2.07 -0.07 -1.43 0.200
H 0.82 -2.42 -1.93 0.373
H -1.60 -0.58 -0.93 0.413
H 1.23 -0.87 -0.13 0.199
C -0.01 0.64 -1.11 0.680
H 0.64 -1.13 -2.97 0.364
O 0.10 1.76 -1.58 -0.552
```

Strongest force on any atom ... 2.3 eV/Å
Energy relative to the best compared isomer or geometry (same formula, charge and spin) ... 201.1 kJ/mol
Multiplicity ... 1
Total charge ... 0
SMILES ... CNC(=O)CN.O

Formula: C7H12S
Source: OMol25
Level of theory: ωB97M-V with the def2-TZVPD basis set

```
20
Properties=species:S:1:pos:R:3:nbo_charge:R:1
C -1.63 0.84 -0.78 -0.446
C -0.15 1.59 1.13 -0.626
S 2.35 -0.21 -0.11 -0.038
C -1.56 -1.39 0.35 -0.191
C 0.55 -0.29 -0.46 -0.298
H -2.11 -2.23 0.75 0.208
H -0.58 2.61 1.17 0.212
C -2.27 -0.39 -0.20 -0.184
H -0.75 0.98 1.81 0.209
H 2.65 0.64 -1.08 0.117
H -2.25 1.72 -0.52 0.217
H 0.87 1.67 1.53 0.226
C -0.05 -1.38 0.45 -0.469
H 0.27 -1.24 1.50 0.219
H 0.34 -2.35 0.15 0.227
H 0.34 1.77 -0.95 0.207
C -0.19 1.04 -0.30 -0.234
H -1.67 0.81 -1.87 0.218
H 0.43 -0.64 -1.54 0.218
H -3.35 -0.47 -0.27 0.207
```

Strongest force on any atom ... 1.3 eV/Å
Energy relative to the best compared isomer or geometry (same formula, charge and spin) ... 52.7 kJ/mol
Multiplicity ... 1
Total charge ... 0
SMILES ... C[C@@H]1CC=CC[C@@H]1S

Formula: C11H8Br2N2
Source: OMol25
Level of theory: ωB97M-V with the def2-TZVPD basis set

```
23
Properties=species:S:1:pos:R:3:nbo_charge:R:1
C 2.03 2.22 0.46 -0.197
C 2.50 0.95 0.12 -0.200
C -0.13 1.65 -0.40 -0.191
H -1.06 -2.97 -0.62 0.247
H 0.55 -1.26 1.34 0.257
Br -4.03 1.33 0.89 0.061
N 0.06 -4.22 2.47 -0.266
C 0.72 2.54 0.15 -0.208
C 0.15 -3.33 1.76 0.243
H 0.46 3.62 0.19 0.222
H 2.81 2.89 0.71 0.222
C 1.62 -0.06 -0.27 -0.218
Br -0.87 -1.04 -2.99 -0.208
N -1.96 -0.18 -0.17 -0.440
C -2.95 0.54 -0.49 0.105
C -0.85 -0.75 -0.77 0.199
C 0.09 -2.22 0.95 -0.299
C 0.31 0.30 -0.57 -0.050
H 2.05 -1.13 -0.43 0.240
H -3.35 0.67 -1.46 0.207
H -1.11 1.85 -0.82 0.217
C -0.55 -2.04 -0.20 -0.157
H 3.49 0.64 0.14 0.213
```

Strongest force on any atom ... 4.7 eV/Å
Multiplicity ... 1
Total charge ... 0
SMILES ... N#C/C=C/[C@@](Br)(/N=C/Br)c1ccccc1

Formula: C45H50CsN5OPSe
Source: OMol25
Level of theory: ωB97M-V with the def2-TZVPD basis set

```
104
Properties=species:S:1:pos:R:3:mulliken_charge:R:1
H 8.95 -4.09 1.54 0.409
H -6.31 -0.20 -1.64 0.252
C -4.25 -2.43 -1.72 -0.831
C -3.60 -1.64 3.41 -0.446
H 6.72 1.17 0.34 0.439
C 7.10 -3.16 2.06 -0.846
H -7.59 -1.84 0.62 0.432
H -2.59 3.91 -4.67 0.411
C -1.82 2.63 1.01 0.555
C 5.96 0.47 0.68 -1.563
C -1.34 -1.00 3.02 -0.807
C -2.39 2.37 3.34 -0.865
H 4.50 2.27 -0.76 0.321
H -7.05 -2.50 -0.92 0.424
H -0.33 -0.83 3.39 0.842
H 7.94 -6.00 0.40 0.410
H 2.96 2.24 -3.76 0.418
H 2.45 -2.93 -2.60 0.374
C -4.67 -2.89 -0.33 -0.757
C -1.77 3.51 -2.73 -0.649
H -3.80 -3.09 0.29 0.409
H -3.74 -1.47 -1.69 0.119
C 4.65 -1.11 -0.78 -0.015
C -6.87 -1.72 -0.19 -0.837
C -1.65 5.61 0.21 -0.014
C -5.25 -1.34 1.54 -0.021
C -4.07 2.03 1.66 -0.723
C -2.29 1.81 -4.33 -0.888
C 0.53 5.52 -0.79 -0.167
H -4.42 1.81 3.76 0.402
C 5.15 -4.38 1.31 0.776
H -0.49 8.72 -0.43 0.395
H -2.52 5.11 0.63 0.434
H -4.41 -1.95 4.06 0.571
C -7.02 -0.34 -0.82 -0.949
C -0.58 4.86 -0.27 -0.409
H -6.85 0.43 -0.07 0.198
H 5.48 -6.23 0.23 0.448
C -1.32 2.56 -1.81 1.203
C -3.14 2.33 0.67 0.109
C 4.95 0.19 -0.40 0.634
H 7.56 -2.32 2.57 0.500
H 5.49 0.91 1.56 0.273
H -2.06 -1.67 4.92 0.433
C -0.51 7.64 -0.39 -0.464
C 3.35 1.01 -2.05 0.513
P -0.54 3.04 -0.23 0.005
H 4.71 -1.65 2.91 0.288
H -5.11 -2.32 -2.38 0.374
H 2.33 -0.51 -3.17 0.401
H 3.00 -6.15 1.36 0.364
H 1.81 -4.83 1.19 0.224
H -0.43 2.89 2.63 0.518
H -2.46 7.57 0.53 0.422
H -1.74 4.56 -2.46 0.388
C -2.25 3.15 -3.97 -0.866
N 3.77 -4.22 1.39 0.525
C 2.80 -5.18 0.90 -0.993
C -3.84 -1.38 2.07 0.631
C 7.88 -4.15 1.48 -0.593
N -5.53 -1.93 0.36 0.221
C -2.79 -0.93 1.29 -0.035
H -1.91 -0.20 -3.70 0.382
C 3.07 -0.31 -2.40 -0.341
H -5.22 -3.83 -0.41 0.423
C 0.56 6.90 -0.86 -0.680
H -1.27 0.26 -0.35 -0.837
H -3.44 2.32 -0.37 0.453
C -3.69 2.05 2.99 -0.468
H -1.09 -0.73 -1.65 0.302
N -0.91 0.20 -1.30 0.311
H 3.62 -3.48 -1.39 0.002
H 5.16 -1.93 -0.30 0.463
H 1.55 1.99 -2.73 0.084
C 5.92 -5.38 0.73 -0.678
C -1.87 0.85 -3.43 -0.527
H -2.99 -0.69 0.25 0.281
N 4.67 -2.51 2.39 0.395
H 4.16 -3.08 -3.01 0.388
O -6.09 -0.72 2.18 -0.650
C 3.71 -1.38 -1.78 0.289
C -1.62 7.00 0.15 -0.822
H 2.84 3.09 -2.23 0.225
N -1.55 -0.73 1.73 0.388
C 7.30 -5.25 0.83 -0.680
C 2.63 2.14 -2.72 -1.150
C 4.29 1.24 -1.05 -0.639
C -1.45 2.64 2.35 -0.785
H 6.46 -0.45 0.98 0.215
C 5.73 -3.30 1.96 0.159
H 2.86 -5.27 -0.18 0.349
H -2.66 1.51 -5.30 0.410
Se 1.82 -2.38 2.44 -0.549
H -2.10 2.40 4.38 0.420
C -1.38 1.21 -2.17 0.274
C 3.46 -2.79 -2.22 -1.338
H 1.38 4.95 -1.15 0.302
Cs 1.53 0.46 0.71 1.318
H -8.03 -0.21 -1.22 0.397
C -2.31 -1.47 3.89 -1.348
H 1.43 7.40 -1.27 0.415
C 3.49 -3.08 2.05 -0.437
H -3.59 -3.17 -2.17 0.402
H -5.09 1.77 1.39 0.550
```

Strongest force on any atom ... 0.6 eV/Å
Energy relative to the best compared isomer or geometry (same formula, charge and spin) ... 0.0 kJ/mol
Multiplicity ... 1
Total charge ... +1

Formula: C4H7NO2
Source: OMol25
Level of theory: ωB97M-V with the def2-TZVPD basis set

```
14
Properties=species:S:1:pos:R:3:nbo_charge:R:1
C -0.75 0.13 0.97 -0.212
C 0.53 0.47 -0.97 0.645
H 0.38 -1.56 1.32 0.221
O 1.10 1.16 -1.76 -0.631
C -0.26 -1.22 0.52 -0.429
H 1.80 -1.04 -0.39 0.235
H -1.85 0.09 1.10 0.214
H -0.09 0.54 1.79 0.192
H 0.48 -1.58 -1.56 0.241
C 0.71 -1.02 -0.61 -0.497
O -0.63 2.25 -0.13 -0.568
N -0.43 0.89 -0.16 -0.131
H 0.08 2.79 -0.51 0.497
H -1.09 -1.90 0.39 0.224
```

Strongest force on any atom ... 3.0 eV/Å
Energy relative to the best compared isomer or geometry (same formula, charge and spin) ... 243.6 kJ/mol
Multiplicity ... 1
Total charge ... 0
SMILES ... O=C1CCCN1O

Formula: C41H34N2O12
Source: OMol25
Level of theory: ωB97M-V with the def2-TZVPD basis set

```
89
Properties=species:S:1:pos:R:3:mulliken_charge:R:1
H 3.62 -3.03 -4.24 0.431
N 1.57 0.88 1.62 -0.593
H 2.93 3.90 1.81 0.216
C -7.40 3.85 7.35 -0.350
O -4.03 -3.63 1.20 -0.555
H -1.31 -4.01 3.47 0.219
C 0.45 5.75 -1.39 0.099
C -6.53 4.46 8.17 -0.385
H 0.47 -4.64 3.57 0.335
H -1.71 0.56 0.21 0.280
O 0.20 -5.99 -8.49 -0.547
H -1.24 -3.46 -3.05 0.445
H -0.68 0.98 3.68 0.419
O 0.85 4.58 2.52 -0.610
C 1.23 -6.29 -9.08 0.400
H 7.85 3.69 0.84 0.409
H 2.37 -8.41 -11.55 0.404
C 6.78 3.71 1.01 -0.431
C 0.27 -3.98 -4.45 -0.407
O 3.67 2.59 -0.30 -0.476
C 1.23 -7.32 -10.13 -0.350
C -0.19 -3.65 3.46 -0.743
C -2.02 -0.63 2.73 0.405
H 1.31 2.99 0.51 0.354
C -5.08 4.42 7.91 0.343
H -0.13 7.68 -0.55 0.420
H -0.37 -4.56 -5.11 0.476
C 6.32 4.45 2.20 0.296
C -0.54 0.02 3.01 -0.632
C 4.00 3.88 1.64 0.136
O -3.28 0.94 4.38 -0.543
H 2.75 -1.93 -2.18 0.478
H 0.10 -2.98 4.39 0.184
C 0.73 4.93 1.35 0.332
C 5.92 3.10 0.19 -0.434
O 4.67 -7.32 -11.04 -0.555
N 0.22 -3.02 2.15 -0.231
C 3.64 -7.01 -10.46 0.369
O 2.12 -4.42 -5.84 -0.487
C -0.54 0.59 0.16 0.012
H 2.50 -4.89 -7.98 0.380
H 0.20 -0.70 3.61 0.261
C -0.96 -2.75 1.24 -0.195
H 1.93 0.80 2.60 0.203
C 2.51 -5.65 -8.76 -0.133
O 0.27 -2.07 -1.45 -0.644
H 4.59 -5.51 -9.18 0.416
H 0.90 -3.66 1.68 0.316
O -4.29 4.98 8.66 -0.551
C -6.94 3.11 6.16 0.385
C 1.00 4.00 0.24 0.369
O -7.73 2.55 5.41 -0.562
H -0.25 1.59 -0.42 0.133
H -6.11 -1.64 1.44 0.316
H -1.43 -3.81 0.98 0.401
C -3.36 0.09 3.34 -0.020
H -3.55 3.66 6.55 0.451
H 0.28 -7.79 -10.35 0.409
H 6.24 2.56 -0.69 0.423
C 0.69 -2.61 -2.46 0.145
C 2.58 -3.10 -3.95 -0.418
C 0.22 0.52 1.62 0.570
O 7.11 5.01 2.95 -0.562
H -6.86 5.01 9.04 0.402
C -5.48 3.07 5.90 -0.114
C 4.46 3.14 0.44 0.377
H -0.60 -2.32 0.18 -0.180
C 0.87 4.38 -1.04 -0.398
C -4.89 -0.15 2.73 -0.337
H -5.16 2.52 5.03 0.323
C 4.87 4.49 2.45 -0.482
H -8.47 3.87 7.52 0.406
C -2.17 -1.87 1.91 0.762
H 4.54 5.04 3.33 0.473
C 0.31 6.30 1.00 -0.505
C -5.05 -1.40 1.89 -0.501
C 3.64 -5.98 -9.40 -0.400
O 0.34 6.10 -2.55 -0.563
C 1.69 -3.88 -4.83 0.196
C 2.35 -7.66 -10.78 -0.355
H 1.07 3.70 -1.86 0.504
C 0.18 6.68 -0.28 -0.385
C -3.73 -2.40 1.65 0.152
H -5.78 0.57 2.96 0.337
H 0.11 6.97 1.83 0.432
C 2.11 -2.51 -2.84 -0.394
H -0.17 -0.31 -0.54 -0.356
C -0.20 -3.39 -3.35 -0.267
C -4.62 3.68 6.72 -0.351
```

Strongest force on any atom ... 8.1 eV/Å
Multiplicity ... 1
Total charge ... 0
SMILES ... [H]/N=C(/C)CC1=C(CNC)C(=O)C=CC1=O.O=C1C=CC(=O)C=C1.O=C1C=CC(=O)C=C1.O=C1C=CC(=O)C=C1.O=C1C=CC(=O)C=C1.O=C1C=CC(=O)C=C1

The records above yield HOMO energy values of -9.04, -9.01, -9.52, -10.16, -9.19, -9.11 eV, respectively.
The records above yield HOMO-LUMO gap values of 0.357, 0.364, 0.328, 0.300, 0.369, 0.253 Eh, respectively.